Record 1
The following is a DFT calculation (wB97M-V/def2-TZVPD) of a cluster of 2 separate species, C6H12 in total in a non-equilibrium geometry.

```
18
Properties=species:S:1:pos:R:3:mulliken_charge:R:1
C -0.989 -0.993 -1.941 -0.854
C -1.108 -0.118 -0.952 -0.322
C -0.120 0.028 0.095 1.167
C 1.127 -0.817 0.096 -1.503
C -0.593 0.723 1.127 -0.248
C -0.007 0.737 2.470 -1.143
H -0.157 -1.688 -1.975 0.254
H -1.743 -1.039 -2.711 0.255
H -1.969 0.548 -0.923 0.176
H 1.696 -0.721 -0.835 0.336
H 0.862 -1.875 0.202 0.344
H 1.838 -0.586 0.892 0.388
H -1.485 1.337 1.022 0.291
H 0.310 1.746 2.721 0.282
H 0.844 0.064 2.517 0.267
H -0.746 0.434 3.217 0.298
H 1.402 1.363 -2.499 0.239
H 0.840 0.855 -2.524 -0.227
```

Properties
- ΔE to the lowest compared entry with this formula, charge and spin: 55.6 kcal/mol
- E_LUMO: 1.12 eV
- SMILES: C=C/C(C)=C/C.[H][H]
- Total energy: -235.7297 a.u.
- Frontier orbital gap: 9.469 eV

=====

Record 2
The following is a DFT calculation (wB97M-V/def2-TZVPD) of a cluster of 3 separate species, C14H14F16N3O2 in total in a non-equilibrium geometry.

```
49
Properties=species:S:1:pos:R:3:mulliken_charge:R:1
N 0.168 -0.465 1.719 -0.552
N 1.294 -1.253 2.035 0.995
C 1.333 -2.029 3.215 0.230
C 2.456 -2.913 3.766 -0.507
C 3.707 -2.906 2.803 -0.197
C 3.428 -2.030 1.564 -0.171
N 2.326 -1.257 1.201 -0.655
H -0.408 -0.473 2.583 0.297
H 0.560 0.510 1.704 0.147
H 0.379 -1.986 3.859 0.288
H 2.435 -3.503 4.738 0.362
H 4.657 -3.483 3.024 0.379
H 4.285 -2.011 0.797 0.367
C -1.508 -3.388 -3.023 -0.729
C -2.336 -4.659 -2.741 0.876
C -3.856 -4.490 -2.755 0.103
F -4.290 -3.633 -1.811 -0.212
F -4.462 -5.676 -2.499 -0.270
F -1.917 -5.207 -1.574 -0.268
F -2.014 -5.561 -3.714 -0.324
O -0.981 -2.686 -1.886 -0.389
C -1.825 -1.753 -1.248 0.809
C -2.151 -2.149 0.196 0.548
F -2.764 -3.348 0.262 -0.225
F -2.988 -1.251 0.770 -0.260
F -2.924 -1.550 -1.994 -0.277
F -1.151 -0.579 -1.250 -0.258
H -0.616 -3.724 -3.559 0.403
H -2.008 -2.711 -3.721 0.326
H -4.206 -4.140 -3.729 0.290
H -1.243 -2.204 0.800 -0.133
C 1.310 5.888 -0.540 -0.704
C -0.110 5.436 -0.941 0.861
C -1.085 5.178 0.209 0.105
F -0.674 4.185 1.025 -0.197
F -2.292 4.794 -0.276 -0.268
F -0.015 4.355 -1.752 -0.260
F -0.637 6.434 -1.709 -0.320
O 2.331 4.878 -0.508 -0.402
C 2.455 4.115 0.670 0.745
C 2.160 2.630 0.437 0.258
F 0.911 2.432 -0.033 -0.212
F 2.255 1.928 1.601 -0.334
F 1.696 4.652 1.643 -0.265
F 3.736 4.259 1.074 -0.290
H 1.642 6.570 -1.327 0.412
H 1.313 6.495 0.369 0.336
H -1.238 6.079 0.808 0.261
H 2.861 2.199 -0.282 0.280
```

Properties
- Net charge: +1
- E_LUMO: -5.50 eV
- Total energy: -2454.0771 a.u.
- Frontier orbital gap: 8.193 eV

=====

Repeat the first record exactly.
The following is a DFT calculation (wB97M-V/def2-TZVPD) of a cluster of 2 separate species, C6H12 in total in a non-equilibrium geometry.

```
18
Properties=species:S:1:pos:R:3:mulliken_charge:R:1
C -0.989 -0.993 -1.941 -0.854
C -1.108 -0.118 -0.952 -0.322
C -0.120 0.028 0.095 1.167
C 1.127 -0.817 0.096 -1.503
C -0.593 0.723 1.127 -0.248
C -0.007 0.737 2.470 -1.143
H -0.157 -1.688 -1.975 0.254
H -1.743 -1.039 -2.711 0.255
H -1.969 0.548 -0.923 0.176
H 1.696 -0.721 -0.835 0.336
H 0.862 -1.875 0.202 0.344
H 1.838 -0.586 0.892 0.388
H -1.485 1.337 1.022 0.291
H 0.310 1.746 2.721 0.282
H 0.844 0.064 2.517 0.267
H -0.746 0.434 3.217 0.298
H 1.402 1.363 -2.499 0.239
H 0.840 0.855 -2.524 -0.227
```

Properties
- ΔE to the lowest compared entry with this formula, charge and spin: 55.6 kcal/mol
- E_LUMO: 1.12 eV
- SMILES: C=C/C(C)=C/C.[H][H]
- Total energy: -235.7297 a.u.
- Frontier orbital gap: 9.469 eV